[1]
{"formula": "C7H13N", "method": "ωB97M-V with the def2-TZVPD basis set", "elements": ["C", "C", "C", "C", "C", "C", "C", "N", "H", "H", "H", "H", "H", "H", "H", "H", "H", "H", "H", "H", "H"], "xyz": [[1.0534, -1.2939, -0.3402], [1.7099, -0.0645, -0.4264], [-0.7430, 0.6995, 0.4760], [-1.1513, -0.5053, -0.3499], [3.1488, -0.0038, 0.1702], [-1.2135, 2.0723, 0.2291], [-2.4948, -1.1640, 0.0339], [-0.1996, -1.5858, -0.3446], [1.6727, -2.2322, -0.1097], [1.6904, 0.8079, -1.1415], [-0.2657, 0.3685, 1.4232], [-1.2876, -0.2532, -1.4257], [3.2308, -0.5659, 1.1963], [3.6343, 1.0086, 0.2214], [3.8029, -0.5763, -0.4939], [-2.1199, 2.2845, 0.7367], [-1.5002, 2.2114, -0.8636], [-0.4013, 2.8128, 0.6763], [-3.1529, -0.4367, 0.1223], [-2.6031, -1.7245, 0.9551], [-2.8103, -1.8594, -0.7451]], "nbo_charge": [0.0003, -0.1787, -0.0651, -0.1667, -0.6666, -0.6892, -0.5838, -0.3782, 0.1893, 0.2229, 0.1926, 0.1873, 0.2131, 0.2225, 0.2212, 0.2238, 0.2184, 0.2284, 0.1869, 0.2092, 0.2123], "homo_lumo_gap_ev": [7.31, 8.58], "largest_force_ev_per_a": 5.00, "energy_ha": -329.094266, "e_lumo_ev": [-0.3, 0.6], "e_above_lowest_ev": 4.822}

---

[2]
{"formula": "C39H37AsCeF3Sb2", "method": "ωB97M-V with the def2-TZVPD basis set", "elements": ["Ce", "C", "Sb", "C", "C", "C", "C", "C", "C", "C", "C", "C", "Sb", "C", "C", "H", "H", "H", "H", "H", "H", "H", "H", "H", "H", "H", "H", "H", "H", "H", "H", "H", "H", "H", "H", "C", "C", "C", "C", "C", "C", "As", "C", "C", "C", "C", "C", "C", "C", "C", "C", "C", "C", "C", "H", "H", "H", "H", "H", "H", "H", "H", "H", "H", "H", "H", "H", "F", "C", "F", "F", "C", "C", "C", "C", "C", "C", "C", "C", "H", "H", "H", "H"], "xyz": [[13.0676, 9.3435, 15.3913], [10.6539, 5.2697, 14.0358], [10.7464, 6.7068, 12.4431], [10.6957, 5.4994, 10.5413], [9.0149, 7.9393, 13.0828], [8.0276, 7.9947, 12.0174], [7.1855, 6.8440, 11.8904], [6.2676, 6.7985, 10.8361], [6.1444, 7.8803, 9.9571], [6.8841, 9.0266, 10.0659], [7.7202, 9.1739, 11.2259], [8.1122, 10.5515, 11.6404], [9.9864, 11.3861, 10.6327], [11.3199, 11.8520, 12.2972], [11.2248, 9.6396, 9.9452], [10.6817, 5.7855, 15.0424], [11.3936, 4.4800, 13.9664], [9.6254, 4.7990, 13.9204], [11.4143, 4.6880, 10.6968], [11.1009, 6.1538, 9.7884], [9.6687, 5.1120, 10.3304], [9.4791, 8.8535, 13.4652], [8.6587, 7.2923, 13.9206], [7.2554, 6.0618, 12.6868], [5.6201, 5.9495, 10.7106], [5.3852, 7.7853, 9.1646], [6.5781, 9.8968, 9.4097], [8.3553, 10.6511, 12.7003], [7.4138, 11.3315, 11.3430], [11.6382, 12.8690, 12.2097], [12.1203, 11.0792, 12.1410], [10.7435, 11.6128, 13.1982], [11.6743, 9.2206, 10.8551], [11.9165, 9.8970, 9.1470], [10.4219, 8.9153, 9.5433], [12.2754, 7.0468, 23.3789], [11.0524, 7.0631, 22.6632], [11.0857, 7.2544, 21.2979], [12.2889, 7.3559, 20.5805], [13.4798, 7.3350, 21.3149], [13.4467, 7.1668, 22.6987], [12.2584, 7.5032, 18.6518], [10.6751, 8.7280, 18.1858], [9.3535, 8.3494, 18.1338], [8.4006, 9.3241, 17.7196], [8.8575, 10.5596, 17.2134], [10.1465, 10.9661, 17.4398], [11.1258, 10.0150, 17.8597], [12.5875, 10.2676, 17.8240], [13.2211, 11.2577, 17.0284], [14.6143, 11.0987, 16.6350], [15.3132, 9.9323, 17.0280], [14.6338, 8.8929, 17.7348], [13.3345, 9.0588, 18.1880], [12.3225, 6.9635, 24.4265], [10.0831, 6.8878, 23.1614], [10.0876, 7.3260, 20.7603], [14.4637, 7.4940, 20.8631], [14.3934, 6.8842, 23.1036], [9.0655, 7.3457, 18.4185], [7.3251, 9.1774, 17.8365], [8.0545, 11.2185, 16.9152], [10.5361, 12.0011, 17.2853], [12.8053, 12.2496, 16.7833], [15.0990, 11.9410, 16.1015], [16.3164, 9.8128, 16.8288], [15.1670, 7.9552, 17.8715], [18.2997, 7.4684, 9.1008], [18.3026, 7.4352, 10.4401], [19.2258, 8.3666, 10.7974], [18.8126, 6.1998, 10.8053], [16.9322, 7.7910, 10.9879], [16.6215, 9.1174, 11.3954], [15.4864, 9.3513, 12.1188], [14.6427, 8.2619, 12.4600], [14.8918, 6.9844, 11.9757], [15.9779, 6.7667, 11.1855], [13.4532, 8.3784, 13.1771], [12.2585, 7.9435, 13.4774], [17.2459, 9.9192, 10.9873], [15.1917, 10.3322, 12.5261], [14.2444, 6.1611, 12.2535], [16.2132, 5.8134, 10.7302]], "lowdin_charge": [1.4824, -0.2607, 1.6188, -0.1341, -0.2404, -0.3188, -0.0503, -0.0618, -0.0736, -0.0318, -0.2572, -0.3074, 1.3636, -0.3583, -0.3242, 0.0313, 0.0173, 0.0455, 0.0246, 0.0000, 0.0552, 0.0499, 0.0820, 0.1247, 0.1097, 0.1290, 0.1478, 0.0341, 0.0511, -0.0128, -0.0219, -0.0247, -0.0626, 0.0026, 0.0178, -0.0304, -0.0388, -0.1243, -0.4135, -0.1046, -0.0683, 1.4180, -0.2875, -0.0649, 0.0096, -0.0412, 0.0059, -0.2357, -0.2308, -0.1285, -0.0939, -0.0433, -0.1086, -0.3714, 0.1096, 0.1305, 0.1125, 0.1049, 0.1173, 0.1150, 0.1326, 0.1249, 0.1427, 0.1584, 0.1610, 0.1169, 0.1413, 0.1632, -0.5264, 0.1359, 0.1292, -0.0445, 0.0256, -0.0019, -0.2729, -0.0121, 0.0307, -0.3596, -0.3660, 0.1462, 0.1253, 0.1242, 0.1408], "homo_lumo_gap_ev": [3.99, 3.92], "total_charge": 3, "largest_force_ev_per_a": 3.98, "energy_ha": -4998.057538, "e_lumo_ev": [-10.3, -10.3]}

---

[3]
{"formula": "C5H9NO", "method": "ωB97M-V with the def2-TZVPD basis set", "elements": ["C", "C", "C", "C", "O", "H", "H", "H", "H", "H", "H", "H", "H", "C", "N", "H"], "xyz": [[0.7166, 1.1342, 0.7115], [0.3566, -0.3065, 0.3880], [1.3617, -1.0184, -0.5107], [-1.0319, -0.7754, 0.4371], [-1.9784, -0.1699, 0.9062], [1.0531, 1.7185, -0.1557], [1.5479, 1.0991, 1.4204], [-0.1346, 1.6463, 1.1643], [0.2157, -0.8897, 1.4079], [2.3589, -0.9488, -0.0616], [1.1082, -2.0755, -0.6325], [1.4281, -0.5713, -1.5128], [-1.0901, -1.8414, 0.1357], [-1.9880, 1.0015, -1.1998], [-0.9370, 0.8821, -1.6595], [-2.9868, 1.1152, -0.8384]], "nbo_charge": [-0.6240, -0.2589, -0.6117, 0.4159, -0.6194, 0.2321, 0.2104, 0.2319, 0.2513, 0.2142, 0.2113, 0.2350, 0.1253, 0.1213, -0.3834, 0.2487], "homo_lumo_gap_ev": 10.62, "largest_force_ev_per_a": 1.88, "energy_ha": -325.834571, "e_lumo_ev": 1.0, "e_above_lowest_ev": 2.802, "smiles": "CC(C)C=O.C#N"}

---

[4]
{"formula": "C4H8O2", "method": "ωB97M-V with the def2-TZVPD basis set", "elements": ["O", "C", "C", "C", "C", "O", "H", "H", "H", "H", "H", "H", "H", "H"], "xyz": [[1.7292, 2.6415, 0.0389], [1.0881, 1.6001, 0.6040], [0.5024, 0.5381, -0.4319], [-0.3253, -0.5474, 0.2650], [-1.1629, -1.5648, -0.5701], [-1.7428, -2.5733, 0.1573], [0.2026, 1.9220, 1.2187], [1.6584, 0.9153, 1.2895], [-0.1786, 0.9898, -1.1604], [1.3688, 0.1040, -0.9466], [-1.0516, -0.0539, 0.9480], [0.1831, -1.0513, 1.1092], [-1.7885, -0.8881, -1.2059], [-0.4829, -2.0320, -1.3158]], "nbo_charge": [-0.9929, 0.0092, -0.4338, -0.4394, -0.0098, -1.0029, 0.0535, 0.0498, 0.1636, 0.1606, 0.1597, 0.1707, 0.0535, 0.0580], "homo_lumo_gap_ev": 6.49, "total_charge": -2, "largest_force_ev_per_a": 1.61, "energy_ha": -307.535635, "e_lumo_ev": 7.5, "e_above_lowest_ev": 0.336, "smiles": "[O-]CCCC[O-]"}

---

[5]
{"formula": "C6H12NO", "method": "ωB97M-V with the def2-TZVPD basis set", "elements": ["C", "C", "C", "N", "O", "C", "C", "C", "H", "H", "H", "H", "H", "H", "H", "H", "H", "H", "H", "H"], "xyz": [[1.3153, 1.2983, 0.5104], [-0.0637, 0.7145, 0.2121], [-1.1890, 1.3552, 0.9777], [-0.3882, 0.3668, -1.4533], [0.6537, 0.6220, -2.3431], [-0.1339, -0.6841, -0.4335], [1.1517, -1.4495, -0.4793], [-1.3536, -1.4993, -0.0815], [1.2801, 2.3326, 0.9404], [1.8561, 1.2608, -0.5488], [1.9447, 0.6815, 1.0872], [-0.9404, 2.3023, 1.5296], [-1.7457, 0.7273, 1.7085], [-1.8892, 1.6333, 0.1474], [1.1299, -2.4584, -0.7548], [1.7399, -1.3232, 0.4926], [1.6924, -1.0947, -1.4083], [-1.4877, -2.4116, -0.5877], [-2.0475, -0.7645, -0.4980], [-1.5247, -1.6095, 0.9824]], "nbo_charge": [-0.6633, -0.0110, -0.6381, -0.1311, -0.7689, 0.0283, -0.6620, -0.6273, 0.1867, 0.2559, 0.1830, 0.1926, 0.1832, 0.2215, 0.1910, 0.1892, 0.2628, 0.1915, 0.2289, 0.1870], "homo_lumo_gap_ev": 6.14, "total_charge": -1, "largest_force_ev_per_a": 3.33, "energy_ha": -365.684284, "e_lumo_ev": 4.0, "e_above_lowest_ev": 2.570, "smiles": "CC1(C)N([O-])C1(C)C"}

---

[6]
{"formula": "C2H8NO", "method": "ωB97M-V with the def2-TZVPD basis set", "elements": ["N", "H", "H", "H", "H", "C", "C", "O", "H", "H", "H", "H"], "xyz": [[-0.3872, 1.5674, 1.0993], [-0.0513, 0.5995, 0.9955], [0.4660, 2.1188, 1.2368], [-0.8823, 1.7818, 1.9695], [-0.9055, 1.7650, 0.2456], [-0.8492, -0.4685, -1.2005], [0.0595, -1.1472, -0.5150], [1.1235, -0.4932, 0.0922], [-1.8117, -0.8864, -1.4396], [-0.5498, 0.4765, -1.6351], [0.0510, -2.2185, -0.3660], [1.6571, -1.1675, 0.5288]], "nbo_charge": [-0.8794, 0.4772, 0.4500, 0.4521, 0.4630, -0.5458, 0.1351, -0.7252, 0.2476, 0.2077, 0.2061, 0.5117], "homo_lumo_gap_ev": 9.90, "total_charge": 1, "largest_force_ev_per_a": 1.33, "energy_ha": -210.708109, "e_lumo_ev": -3.8, "e_above_lowest_ev": 1.224}